{"formula": "C36H93F2N6O20S2", "method": "ωB97M-V with the def2-TZVPD basis set", "symbols": ["N", "S", "O", "O", "F", "S", "O", "O", "F", "C", "O", "C", "C", "N", "C", "C", "O", "C", "H", "H", "H", "H", "H", "H", "H", "H", "H", "H", "H", "H", "H", "H", "H", "C", "O", "C", "C", "N", "C", "C", "O", "C", "H", "H", "H", "H", "H", "H", "H", "H", "H", "H", "H", "H", "H", "H", "H", "C", "O", "C", "C", "N", "C", "C", "O", "C", "H", "H", "H", "H", "H", "H", "H", "H", "H", "H", "H", "H", "H", "H", "H", "C", "O", "C", "C", "N", "C", "C", "O", "C", "H", "H", "H", "H", "H", "H", "H", "H", "H", "H", "H", "H", "H", "H", "H", "C", "O", "C", "C", "N", "C", "C", "O", "C", "H", "H", "H", "H", "H", "H", "H", "H", "H", "H", "H", "H", "H", "H", "H", "C", "C", "O", "O", "H", "H", "H", "H", "H", "H", "C", "C", "O", "O", "H", "H", "H", "H", "H", "H", "C", "C", "O", "O", "H", "H", "H", "H", "H", "H"], "coordinates": [[1.17964, -1.38581, 2.85037], [2.43988, -0.45121, 2.82694], [2.20027, 0.89388, 3.29927], [3.44898, -0.62883, 1.84532], [3.05842, -1.19322, 4.15028], [0.67405, -1.03375, 1.34108], [1.23607, -1.70301, 0.18781], [0.07728, 0.25827, 1.09047], [-0.65085, -1.93505, 1.56385], [0.63626, 0.05326, -6.06058], [0.82201, -1.21243, -5.45773], [0.64624, -1.07633, -4.04801], [1.23122, -2.32157, -3.40168], [2.67021, -2.24784, -3.65196], [3.34946, -3.49546, -3.24217], [4.67067, -3.68502, -3.92053], [4.48043, -3.68473, -5.31633], [5.60709, -4.09307, -6.04276], [-0.33513, 0.53266, -5.91758], [0.75492, -0.20315, -7.11726], [1.33771, 0.89831, -6.02049], [-0.39094, -0.91435, -3.71982], [1.08836, -0.12847, -3.72272], [0.65902, -3.20569, -3.72099], [1.11380, -2.41421, -2.31727], [2.85438, -2.11187, -4.63792], [2.76775, -4.38815, -3.52310], [3.34800, -3.52243, -2.15066], [5.00273, -4.63986, -3.48770], [5.40652, -2.93849, -3.59963], [5.86353, -5.15001, -5.94881], [6.40217, -3.34274, -5.96354], [5.30528, -3.95907, -7.09016], [-2.95670, -0.75557, 0.44829], [-3.44264, 0.47167, -0.05686], [-2.89369, 0.78945, -1.32440], [-3.53387, 2.10105, -1.71063], [-3.35358, 2.51531, -3.12695], [-1.94538, 2.47773, -3.52728], [-1.64075, 3.28371, -4.77986], [-2.02028, 2.53881, -5.92205], [-1.56270, 2.86987, -7.21854], [-3.11613, -0.76584, 1.53402], [-1.87604, -0.91790, 0.43516], [-3.60430, -1.55426, 0.07522], [-3.21872, -0.01003, -2.00614], [-1.80266, 0.80460, -1.40002], [-3.20994, 3.01881, -1.20230], [-4.60610, 2.08125, -1.50471], [-3.72812, 3.44552, -3.26012], [-1.76949, 1.40311, -3.63454], [-1.23845, 2.78334, -2.73910], [-0.54962, 3.34670, -4.85226], [-2.17862, 4.23267, -4.68760], [-0.52600, 2.58241, -7.41466], [-1.53460, 3.93642, -7.48558], [-2.27102, 2.49099, -7.95065], [-0.03333, 3.09553, -0.13552], [-1.00402, 4.17671, -0.30202], [-0.46655, 5.45686, -0.61165], [0.48808, 6.00147, 0.43124], [-0.20133, 6.09898, 1.71378], [0.73007, 6.38822, 2.81254], [1.64843, 7.59587, 2.68475], [1.05611, 8.81564, 3.06692], [-0.06595, 9.30428, 2.32016], [0.96935, 3.29806, -0.50861], [-0.52140, 2.33404, -0.73834], [-0.05556, 2.88446, 0.93055], [-1.24977, 6.19899, -0.76211], [0.07019, 5.30930, -1.55794], [0.74571, 6.99641, 0.06263], [1.38909, 5.37678, 0.49470], [-0.63646, 5.20577, 1.91164], [1.28365, 5.46563, 3.03468], [0.26649, 6.43940, 3.80718], [1.93810, 7.67615, 1.63050], [2.51194, 7.45684, 3.32929], [0.35820, 9.70036, 1.39538], [-0.46258, 10.11748, 2.92480], [-0.81197, 8.51400, 2.24644], [-2.55796, -7.08135, 0.45397], [-3.79852, -7.21217, 1.13940], [-4.96315, -7.19633, 0.31122], [-5.68201, -5.83839, 0.28184], [-4.82533, -4.73506, -0.19442], [-4.57705, -4.85656, -1.62233], [-3.86321, -3.64242, -2.21844], [-2.45058, -4.02089, -2.28351], [-1.62631, -3.40200, -1.31362], [-2.43420, -6.08676, 0.01026], [-2.33820, -7.76311, -0.37218], [-1.86344, -7.17807, 1.28870], [-5.56107, -7.97293, 0.79355], [-4.76240, -7.43488, -0.73512], [-6.05813, -5.49658, 1.24959], [-6.57620, -5.95946, -0.33418], [-4.01995, -4.72317, 0.41801], [-5.48821, -4.76305, -2.23270], [-4.07193, -5.76448, -1.95183], [-4.05082, -2.77808, -1.57729], [-4.09620, -3.40362, -3.25374], [-2.02026, -3.61281, -0.31101], [-1.67024, -2.31419, -1.43141], [-0.61141, -3.78666, -1.37057], [3.06741, 1.32690, -1.64153], [4.11758, 1.68523, -0.78387], [3.79025, 2.29934, 0.43833], [4.91973, 2.13261, 1.42422], [4.45320, 2.59730, 2.76598], [4.36063, 4.02844, 2.93506], [3.76295, 4.24868, 4.34568], [3.99081, 5.56252, 4.82559], [3.36028, 5.88272, 6.04701], [2.64101, 2.18167, -2.17813], [2.26254, 0.78286, -1.13104], [3.45346, 0.58680, -2.34379], [2.78523, 2.01582, 0.76578], [3.71388, 3.39352, 0.29078], [5.85951, 2.68623, 1.39319], [5.20889, 1.08471, 1.49563], [3.65080, 2.10417, 3.16193], [3.65493, 4.58600, 2.30129], [5.34068, 4.48247, 2.76992], [4.12241, 3.63448, 5.18500], [2.67191, 4.11590, 4.27908], [3.93406, 6.77674, 6.32320], [3.61469, 5.17133, 6.83720], [2.33325, 6.23232, 5.93204], [-1.16975, 0.65188, 4.37151], [-2.54560, 0.97192, 4.96922], [-3.13930, 1.97717, 4.10867], [-0.75215, -0.65763, 4.75565], [-0.47526, 1.45872, 4.61530], [-1.25987, 0.65776, 3.28328], [-2.36505, 1.48646, 5.91463], [-3.14963, 0.07030, 5.04679], [-4.04489, 1.67394, 4.00095], [-0.15183, -1.00211, 4.07139], [-3.68538, -3.39824, 3.46342], [-2.40131, -4.26083, 3.51367], [-1.33761, -3.47503, 4.00332], [-3.80236, -2.64294, 2.26067], [-3.67523, -2.74338, 4.33906], [-4.57028, -4.04462, 3.49853], [-2.08545, -4.73088, 2.57642], [-2.74590, -5.06819, 4.16694], [-1.48610, -2.57561, 3.68875], [-4.68411, -2.28020, 2.16235], [2.10443, -6.13302, 1.51023], [1.80830, -4.64002, 1.62533], [2.43050, -4.00203, 2.70673], [1.72420, -6.65039, 0.22400], [1.48747, -6.69086, 2.21899], [3.15121, -6.35825, 1.72855], [0.71520, -4.59210, 1.68472], [2.13521, -4.18712, 0.68286], [1.99272, -3.15440, 2.88170], [2.55208, -6.88354, -0.20182]], "mulliken_charge": [0.07, 0.32, -0.62, -0.44, -0.48, 0.96, -0.46, -0.10, -0.18, -0.98, -0.44, -0.14, -0.01, -0.09, -0.48, -0.68, -0.28, -0.83, 0.40, 0.41, 0.33, 0.37, 0.08, 0.37, -0.32, 0.32, 0.33, 0.15, 0.40, 0.33, 0.29, 0.32, 0.26, 0.47, -0.53, 0.63, -0.67, -0.43, 1.08, -0.75, -0.33, -0.80, 0.10, -0.51, 0.14, 0.31, -0.55, 0.20, 0.37, 0.35, -0.18, -0.62, 0.40, 0.39, 0.28, 0.32, 0.27, 0.33, -0.22, -1.13, 0.03, -0.17, -0.35, -0.32, -0.45, -0.62, 0.38, -0.93, 0.31, 0.44, 0.44, 0.40, 0.01, 0.26, -0.13, 0.36, 0.35, 0.35, 0.24, 0.25, 0.27, -0.27, -0.40, -0.53, -0.85, 0.08, -0.35, -0.37, -0.49, 0.29, -0.04, 0.39, 0.22, 0.42, 0.31, 0.36, 0.42, -0.31, 0.45, 0.25, -0.01, 0.40, -0.22, 0.05, 0.23, -0.44, -0.49, 0.61, -1.24, -0.11, -0.07, -0.48, -0.40, -0.73, 0.30, 0.04, 0.29, -0.19, 0.38, 0.37, 0.29, 0.31, -0.09, 0.39, 0.47, 0.09, 0.28, 0.35, 0.22, 0.89, -0.67, -0.51, -0.61, 0.13, -0.45, 0.31, 0.32, 0.28, 0.03, -1.00, 0.08, -0.55, -0.20, 0.39, 0.48, -0.04, 0.41, 0.12, 0.19, -0.86, 1.22, -0.73, -0.49, 0.27, 0.41, -0.27, -0.25, 0.44, 0.28], "charge": -1, "energy_ev": -115825.8049, "lumo_ev": 2.237, "spin_multiplicity": 1, "e_above_lowest_kcal_mol": 110.5}